Record 1
A 2-piece molecular cluster, C27H54N3O5P2 overall in a non-equilibrium geometry, computed with ωB97M-V/def2-TZVPD.

The geometry in XYZ format:
```
91
Properties=species:S:1:pos:R:3:forces:R:3:lowdin_charge:R:1
C -5.2184 4.2900 -3.4817 0.08 0.29 -0.62 -0.17
C -4.4990 2.8095 -3.6186 -0.54 0.47 1.22 -0.26
C -3.1844 2.7617 -2.5919 -0.29 -0.84 -0.34 -0.22
C -1.7528 3.0720 -3.3998 -1.27 -0.91 -0.96 -0.20
C -1.2295 1.6207 -4.0532 -1.73 0.77 0.49 -0.25
C -0.6954 0.6893 -2.8339 -2.42 1.38 0.52 -0.35
P 1.0656 -0.0095 -2.9403 1.16 0.60 0.71 0.42
C 1.8313 1.6336 -3.6370 1.36 1.81 -0.06 -0.33
C 3.3870 1.8754 -3.0655 -0.20 0.55 -0.16 -0.26
C 3.4211 2.3763 -1.4967 0.29 -0.03 0.40 -0.20
C 3.8975 1.2299 -0.4207 0.11 -1.43 0.12 -0.20
N 4.5938 1.8255 0.8085 0.65 -0.74 1.04 -0.19
C 6.0808 2.0680 0.5247 0.78 0.52 -0.28 -0.12
C 4.4806 0.9195 2.0137 1.86 -5.83 0.36 -0.29
C 3.8670 1.3936 3.4958 -0.42 0.59 -0.81 -0.03
O 4.8980 -0.3637 1.9543 -2.46 7.53 0.27 -0.06
C 0.8322 -0.7835 -4.6671 -0.49 -1.05 -2.76 -0.30
C -0.2039 -2.0050 -4.8383 1.74 -4.02 -2.14 -0.34
C -1.8183 -2.0609 -4.5089 -0.12 -0.76 -0.85 -0.09
N 0.2538 -3.2067 -5.4002 -2.00 4.71 2.07 0.03
C 0.6534 -1.6524 -1.9901 -1.54 -5.13 3.17 -0.22
C -0.5178 -1.8404 -0.8505 3.98 -4.05 -1.89 -0.05
C -0.5334 -3.3486 -0.2078 1.38 0.54 -1.04 -0.10
C 0.4825 -4.5578 -0.6036 -0.45 4.84 -1.64 -0.15
N 1.5324 -4.3377 -1.6412 -3.23 3.85 1.60 -0.05
C 1.5899 -2.9785 -2.2361 -1.80 -0.02 1.43 -0.12
H -6.3914 4.1993 -3.3338 2.47 0.24 -0.56 0.07
H -4.9522 4.9026 -4.4605 -0.88 -1.09 2.05 0.07
H -4.8143 4.9236 -2.5769 -0.69 -1.44 -1.72 0.07
H -5.3189 2.0104 -3.2817 1.98 1.59 -0.71 0.10
H -4.2229 2.5862 -4.7333 -0.37 0.44 2.18 0.10
H -3.2062 1.6699 -2.1282 0.50 2.29 -0.92 0.10
H -3.3687 3.5005 -1.7026 0.35 -1.29 -1.76 0.09
H -2.0782 3.7555 -4.3181 0.95 -1.02 2.05 0.11
H -0.9458 3.5698 -2.7140 -1.56 -0.94 -1.40 0.10
H -2.2367 1.1500 -4.4928 2.15 0.91 0.76 0.09
H -0.5428 1.7914 -4.9677 -0.87 -0.27 1.84 0.08
H -0.7073 1.3912 -1.8644 0.14 -1.47 -1.96 0.10
H -1.5582 -0.0763 -2.6366 1.81 1.10 -0.33 0.06
H 2.4424 -0.4955 -2.9297 0.04 -0.36 -0.06 -0.02
H 1.3331 0.5464 -1.6269 -0.05 0.05 0.41 -0.02
H 1.8861 1.6283 -4.8125 -0.14 0.39 2.17 0.07
H 1.2352 2.5761 -3.2086 1.10 -1.81 -1.27 0.08
H 4.0681 0.9310 -3.1770 -1.42 1.56 0.19 0.09
H 3.9039 2.7266 -3.7221 -1.14 -1.74 1.39 0.10
H 4.1740 3.2776 -1.4205 -1.39 -1.73 0.01 0.10
H 2.3699 2.7635 -1.1464 2.00 -0.73 -0.78 0.11
H 4.6771 0.4572 -0.8706 -1.77 1.51 0.47 0.13
H 3.0092 0.5769 0.0168 1.64 1.49 -1.33 0.13
H 6.4920 3.0115 1.1252 -0.95 -2.13 -1.07 0.09
H 6.2106 2.3543 -0.6200 -0.42 -0.76 2.44 0.10
H 6.7346 1.1081 0.7751 -1.35 1.99 -0.63 0.10
H 3.7587 2.5629 3.5493 0.24 -2.32 -0.23 0.08
H 4.5315 1.0319 4.3916 -1.19 0.48 -2.07 0.09
H 2.7758 0.9312 3.6105 2.47 0.95 -0.37 0.07
H 0.5683 0.0127 -5.5175 0.31 -1.57 1.90 0.08
H 1.9139 -1.1808 -4.9852 -2.37 0.62 0.62 0.09
H -2.0779 -2.7336 -3.5571 0.90 1.77 -1.92 0.09
H -2.3063 -2.6522 -5.4255 1.20 1.29 1.95 0.08
H -2.3488 -1.0224 -4.4708 1.21 -1.91 0.16 0.04
H 1.2622 -3.1440 -5.6400 -0.70 0.38 0.46 0.01
H -1.2138 -0.9433 -0.5727 1.35 -2.16 -0.38 0.08
H -1.3259 -3.5746 0.6525 1.85 0.49 -2.02 0.07
H 0.3894 -5.5891 -0.0601 0.31 2.21 -1.33 0.08
H 2.4575 -2.8121 -3.0423 -2.12 -0.60 2.03 0.10
O -0.7973 0.4883 5.2611 3.04 -1.17 3.67 -0.24
P -0.8828 -1.0310 5.5472 -5.46 -0.17 -8.03 0.75
O -0.5305 -1.4885 3.9950 0.62 -0.06 0.87 -0.23
C 0.8278 -1.5176 3.6018 0.54 -0.25 -0.42 -0.30
C 1.5853 -2.6384 4.2907 0.15 -0.14 0.00 -0.08
O -2.5445 -1.0153 5.3676 0.29 -0.34 1.56 -0.27
C -3.2698 0.1833 5.6539 0.02 0.49 -0.08 -0.30
C -3.5054 1.0004 4.3874 -0.21 -0.36 -0.23 -0.07
O -0.9782 -2.7286 5.8669 1.09 2.40 1.85 -0.23
C -1.8620 -3.1611 6.9009 -0.41 -0.39 0.62 -0.29
C -3.2808 -3.4444 6.4088 -0.49 0.41 0.03 -0.08
H 1.2922 -0.5486 3.8066 0.01 0.01 -0.03 0.08
H 0.8477 -1.6774 2.5207 -0.15 0.08 0.08 0.12
H 1.6493 -2.4588 5.3681 0.07 -0.02 0.03 0.06
H 2.6035 -2.7216 3.8984 -0.12 0.08 0.01 0.08
H 1.0742 -3.5970 4.1508 0.07 0.20 -0.04 0.08
H -2.7593 0.7773 6.4241 -0.05 -0.13 -0.34 0.10
H -4.2343 -0.0972 6.0859 0.01 -0.29 -0.08 0.11
H -2.6038 1.1136 3.7842 0.09 0.02 0.26 0.07
H -3.8889 1.9925 4.6311 -0.03 -0.03 0.02 0.07
H -4.2364 0.4847 3.7495 0.09 0.16 0.16 0.08
H -1.8632 -2.4318 7.7240 -0.12 -0.25 -0.10 0.11
H -1.4507 -4.0951 7.2872 0.22 0.10 0.02 0.11
H -3.8960 -2.5399 6.3860 0.26 -0.19 -0.12 0.06
H -3.8029 -4.1269 7.0866 0.32 -0.19 -0.03 0.07
H -3.2839 -3.8637 5.3971 0.13 -0.01 0.22 0.09
```
Positions in Å, forces in eV/Å.

As for the charge: -1. Its HOMO energy is -4.48 eV. The HOMO-LUMO gap is 4.188 eV.



Record 2
A 3-piece molecular cluster, C27H54NO11P2 overall in a non-equilibrium geometry, computed with ωB97M-V/def2-TZVPD.

The geometry in XYZ format:
```
95
Properties=species:S:1:pos:R:3:forces:R:3:lowdin_charge:R:1
C -3.7294 0.3063 5.3652 0.47 0.27 -0.04 -0.08
C -2.6503 1.1751 4.6554 -0.92 -0.10 0.22 -0.19
C -3.1966 2.0471 3.5109 0.41 0.79 1.17 -0.14
O -2.7227 1.6629 2.1892 -0.20 -0.31 0.15 0.03
C -2.9189 0.3890 1.8712 0.00 0.46 0.08 -0.22
N -1.8319 -0.2661 1.4252 -0.30 -0.34 0.06 0.25
C -1.8247 -1.5495 1.0189 0.51 -0.79 -0.52 -0.13
C -0.5120 -2.1179 0.5328 -0.45 0.02 0.47 -0.08
C -0.0225 -3.3635 1.3169 0.98 0.39 -0.37 -0.15
C 1.1934 -3.0840 2.2531 -0.25 -1.39 0.10 -0.41
C 2.2143 -4.2123 2.0324 0.09 0.09 0.20 -0.08
C 0.7016 -3.1048 3.7094 0.21 0.66 -0.10 -0.07
C -3.0074 -2.2764 1.0294 -0.60 -0.01 0.58 -0.11
C -3.1297 -3.7058 0.5493 -0.46 0.15 -0.93 -0.07
C -4.3348 -4.4408 1.1369 0.29 -0.08 -0.07 -0.26
O -4.2860 -4.9403 2.2198 -0.04 -0.11 0.49 0.10
C -4.1552 -1.6336 1.5064 0.68 0.63 0.02 0.12
C -4.1209 -0.3033 1.9155 -0.61 -0.62 -0.24 -0.20
O -5.2424 0.3250 2.3379 0.26 0.47 0.05 0.10
H -4.7234 0.4625 4.9468 0.07 -0.23 -0.17 0.06
H -3.4410 -0.7440 5.3355 -0.32 -0.05 0.03 0.07
H -3.8022 0.6132 6.4083 0.04 -0.20 0.02 0.08
H -1.8152 0.5568 4.3197 0.06 0.14 -0.02 0.11
H -2.2757 1.8596 5.4164 0.32 -0.01 -0.20 0.11
H -4.2784 2.1503 3.5683 -0.03 -0.37 -0.43 0.12
H -2.8106 3.0512 3.6776 0.13 -0.01 -0.58 0.11
H -0.9552 0.2454 1.3943 -0.08 0.14 0.09 0.19
H -0.6319 -2.3484 -0.5285 0.08 0.02 0.02 0.12
H 0.2555 -1.3455 0.6282 -0.03 0.00 -0.25 0.11
H 0.3205 -4.0939 0.5802 -0.19 0.03 -0.04 0.12
H -0.7952 -3.8500 1.9064 -0.11 0.18 -0.03 0.10
H 1.7131 -2.1552 2.0052 -0.31 0.16 0.05 0.13
H 3.1062 -4.0566 2.6432 -0.05 0.00 0.00 0.08
H 2.5323 -4.2701 0.9894 -0.04 0.02 0.03 0.08
H 1.7870 -5.1778 2.3182 0.00 0.03 -0.05 0.09
H 0.2386 -2.1385 3.9398 -0.03 -0.11 0.24 0.07
H -0.0475 -3.8802 3.8773 0.08 -0.06 -0.11 0.08
H 1.5132 -3.2835 4.4160 0.01 0.18 -0.03 0.08
H -2.2487 -4.3162 0.7140 0.03 0.09 0.16 0.11
H -3.2914 -3.6715 -0.5370 0.17 0.02 0.03 0.14
H -5.2512 -4.5414 0.5249 0.09 0.15 -0.12 0.13
H -5.1201 -2.1240 1.5679 0.10 -0.17 -0.05 0.14
H -6.0276 -0.0298 1.9067 0.00 -0.10 0.05 0.14
O 1.3104 6.4627 1.0176 -2.84 -1.09 -0.86 -0.21
P 1.6881 5.0317 0.9550 6.35 0.01 1.52 0.53
O 2.1235 4.6286 2.4767 -0.57 -0.12 -0.54 -0.19
C 1.1586 4.7200 3.5147 -0.14 0.01 0.27 -0.28
C 0.0785 3.6645 3.3623 -0.16 -0.01 -0.13 -0.09
O 3.1430 5.0668 0.2471 -0.50 -0.30 -0.24 -0.20
C 3.6819 6.2740 -0.3007 0.21 0.38 0.05 -0.28
C 4.4800 7.0458 0.7303 0.16 -0.14 0.17 -0.07
O 1.4844 3.4806 0.4229 -2.42 1.42 -0.18 -0.18
C 0.2594 3.1060 -0.2224 -0.34 -0.22 -0.12 -0.29
C -0.1869 4.0918 -1.2833 0.10 0.18 0.03 -0.07
H 0.7238 5.7228 3.5407 0.01 -0.01 -0.06 0.12
H 1.6883 4.5687 4.4549 0.14 0.00 -0.10 0.12
H -0.5709 3.8930 2.5101 -0.02 0.00 0.05 0.06
H -0.5487 3.6146 4.2544 0.04 0.05 0.02 0.07
H 0.5252 2.6836 3.1876 0.04 0.01 0.07 0.09
H 2.8909 6.8869 -0.7309 -0.10 -0.02 0.15 0.10
H 4.3341 5.9806 -1.1242 -0.04 -0.20 0.05 0.12
H 3.9328 7.1537 1.6664 -0.16 0.09 -0.10 0.07
H 4.7356 8.0375 0.3559 0.00 -0.01 -0.02 0.08
H 5.4053 6.5178 0.9660 0.01 0.01 -0.04 0.08
H -0.5288 2.9746 0.5306 0.03 0.04 0.00 0.09
H 0.4342 2.1317 -0.6801 0.19 0.02 0.06 0.09
H -0.4113 5.0713 -0.8480 -0.03 -0.07 -0.01 0.07
H -1.0872 3.7348 -1.7842 0.01 -0.02 0.00 0.08
H 0.5968 4.2351 -2.0279 -0.01 -0.07 -0.02 0.09
O 1.9117 -2.6267 -3.4605 -1.23 -2.53 -1.17 -0.23
P 1.4902 -2.0300 -4.7530 1.58 6.12 0.31 0.53
O 2.8413 -1.4764 -5.4571 -0.53 -0.59 0.05 -0.19
C 3.8791 -2.3936 -5.8056 0.36 -0.22 -0.15 -0.27
C 3.4731 -3.3165 -6.9393 -0.21 -0.03 0.08 -0.08
O 0.8269 -0.6128 -4.2772 -0.35 -0.39 -0.20 -0.20
C 0.6452 -0.3161 -2.9046 0.20 0.18 0.27 -0.30
C 1.8614 0.3799 -2.3211 0.06 0.14 -0.07 -0.07
O 0.5553 -1.9919 -6.0981 0.13 -2.63 1.19 -0.17
C -0.1851 -3.1568 -6.5070 -0.26 -0.31 -0.30 -0.27
C -0.9388 -3.8126 -5.3682 0.10 0.10 0.25 -0.08
H 4.1787 -2.9705 -4.9267 -0.06 0.05 0.03 0.11
H 4.7341 -1.7916 -6.1099 -0.10 0.14 0.05 0.12
H 2.7288 -4.0447 -6.5988 0.05 -0.02 -0.02 0.06
H 4.3328 -3.8734 -7.3115 0.01 0.00 0.04 0.08
H 3.0351 -2.7502 -7.7614 0.07 0.03 -0.01 0.09
H 0.3986 -1.2203 -2.3447 0.15 -0.08 -0.05 0.08
H -0.2230 0.3464 -2.8311 -0.02 0.00 -0.20 0.11
H 2.7836 -0.1377 -2.5806 -0.07 -0.18 0.08 0.08
H 1.7904 0.4450 -1.2325 0.05 -0.01 0.00 0.06
H 1.9468 1.3921 -2.7205 -0.02 0.01 0.03 0.08
H 0.4907 -3.8730 -6.9808 0.03 0.05 0.01 0.10
H -0.8865 -2.8263 -7.2718 0.11 0.19 0.02 0.12
H -0.2519 -4.1927 -4.6033 -0.03 -0.03 -0.08 0.07
H -1.5287 -4.6522 -5.7348 0.01 0.01 -0.03 0.08
H -1.6060 -3.0964 -4.8855 -0.05 0.00 -0.07 0.08
```
Positions in Å, forces in eV/Å.

As for the charge: +1. Its HOMO energy is -12.00 eV. The HOMO-LUMO gap is 8.091 eV.



Q: Number 2 is which compound?
A: C27H54NO11P2